# 1
{
  "formula": "C33H64ClN5O8",
  "method": "ωB97M-V with the def2-TZVPD basis set",
  "max_force_ha_per_bohr": 0.029,
  "orbital_gap_ev": 8.5,
  "smiles": "C[C@@H](Cl)CC1=C(CCCNCc2ccccc2O)C(=O)OC1=O.COC[C@@H](C)N.COC[C@@H](C)N.COC[C@@H](C)N.COC[C@@H](C)N",
  "total_energy_ha": -2631.6138,
  "species": ["C", "C", "Cl", "C", "C", "C", "C", "C", "C", "N", "C", "C", "C", "C", "C", "C", "C", "O", "C", "O", "O", "C", "O", "H", "H", "H", "H", "H", "H", "H", "H", "H", "H", "H", "H", "H", "H", "H", "H", "H", "H", "H", "H", "C", "O", "C", "C", "C", "N", "H", "H", "H", "H", "H", "H", "H", "H", "H", "H", "H", "C", "O", "C", "C", "C", "N", "H", "H", "H", "H", "H", "H", "H", "H", "H", "H", "H", "C", "O", "C", "C", "C", "N", "H", "H", "H", "H", "H", "H", "H", "H", "H", "H", "H", "C", "O", "C", "C", "C", "N", "H", "H", "H", "H", "H", "H", "H", "H", "H", "H", "H"],
  "xyz": [[-3.211, -5.153, -3.313], [-3.975, -3.844, -3.257], [-3.515, -2.877, -1.829], [-3.873, -3.045, -4.579], [-2.821, -1.994, -4.582], [-2.935, -0.683, -4.363], [-4.132, 0.134, -4.043], [-4.214, 0.655, -2.592], [-2.919, 1.110, -1.946], [-2.409, 2.341, -2.537], [-0.994, 2.611, -2.250], [-0.497, 2.136, -0.895], [-0.936, 2.749, 0.280], [-0.456, 2.336, 1.518], [0.477, 1.303, 1.572], [0.911, 0.661, 0.418], [0.426, 1.089, -0.818], [0.847, 0.458, -1.974], [-1.531, -0.150, -4.554], [-1.221, 0.910, -4.959], [-0.673, -1.212, -4.332], [-1.390, -2.299, -4.834], [-0.893, -3.212, -5.384], [-3.530, -5.832, -2.530], [-2.137, -5.004, -3.266], [-3.456, -5.633, -4.258], [-5.021, -4.096, -3.127], [-3.616, -3.758, -5.359], [-4.827, -2.596, -4.829], [-4.995, -0.513, -4.185], [-4.197, 0.941, -4.768], [-4.639, -0.123, -1.964], [-4.909, 1.492, -2.596], [-2.184, 0.305, -1.962], [-3.140, 1.280, -0.886], [-2.932, 3.125, -2.173], [-0.343, 2.217, -3.021], [-0.868, 3.694, -2.263], [-1.650, 3.554, 0.175], [-0.802, 2.850, 2.399], [0.872, 0.994, 2.530], [1.632, -0.141, 0.464], [1.807, 0.482, -2.027], [1.492, -2.641, -1.739], [2.522, -2.126, -0.904], [2.989, -3.005, 0.098], [4.036, -4.025, -0.375], [3.447, -5.185, -1.171], [5.101, -3.401, -1.164], [0.818, -3.304, -1.187], [1.912, -3.171, -2.597], [0.922, -1.797, -2.113], [3.460, -2.364, 0.850], [2.143, -3.505, 0.589], [4.493, -4.446, 0.527], [3.189, -4.895, -2.189], [4.169, -5.998, -1.243], [2.549, -5.579, -0.689], [5.569, -2.698, -0.598], [4.660, -2.868, -1.909], [3.458, -7.539, 1.541], [4.430, -8.142, 0.710], [5.756, -7.686, 0.901], [6.503, -8.349, 2.067], [6.085, -7.827, 3.439], [6.368, -9.808, 2.055], [3.691, -6.488, 1.739], [3.351, -8.077, 2.487], [2.503, -7.590, 1.019], [6.282, -7.938, -0.024], [5.774, -6.592, 0.989], [7.563, -8.112, 1.937], [5.123, -8.229, 3.753], [6.817, -8.123, 4.190], [6.021, -6.737, 3.444], [6.746, -10.172, 1.185], [5.376, -10.025, 2.004], [-2.432, 2.878, 5.126], [-1.656, 3.934, 4.589], [-2.302, 5.192, 4.545], [-2.270, 5.980, 5.862], [-3.257, 5.470, 6.907], [-0.930, 6.016, 6.454], [-3.490, 2.984, 4.870], [-2.319, 2.811, 6.210], [-2.060, 1.948, 4.696], [-1.753, 5.769, 3.795], [-3.329, 5.079, 4.173], [-2.555, 7.009, 5.619], [-2.911, 4.553, 7.383], [-3.384, 6.212, 7.695], [-4.238, 5.279, 6.466], [-0.287, 6.456, 5.803], [-0.597, 5.058, 6.523], [-2.189, 6.585, 0.685], [-1.314, 6.055, -0.292], [-1.270, 6.768, -1.515], [-0.345, 7.993, -1.509], [-0.929, 9.200, -0.781], [0.972, 7.690, -0.942], [-3.084, 7.021, 0.231], [-1.689, 7.333, 1.305], [-2.491, 5.762, 1.335], [-0.881, 6.058, -2.249], [-2.285, 7.036, -1.836], [-0.200, 8.282, -2.554], [-0.879, 9.088, 0.302], [-0.367, 10.098, -1.035], [-1.971, 9.366, -1.061], [1.413, 6.958, -1.493], [0.826, 7.261, -0.032]],
  "lowdin_charge": [-0.119, -0.699, 0.671, -0.133, -0.128, -0.076, -0.106, -0.170, -0.233, -0.026, -0.155, -0.155, -0.032, -0.070, -0.078, -0.005, -0.254, 0.017, -0.397, 0.197, 0.125, -0.392, 0.194, 0.075, 0.077, 0.083, 0.093, 0.122, 0.115, 0.107, 0.128, 0.084, 0.112, 0.120, 0.118, 0.104, 0.096, 0.105, 0.099, 0.081, 0.099, 0.101, 0.118, -0.086, -0.206, -0.210, -0.432, -0.063, 0.044, 0.096, 0.083, 0.059, 0.121, 0.122, 0.117, 0.069, 0.072, 0.074, 0.071, 0.070, -0.112, -0.192, -0.211, -0.432, -0.071, 0.038, 0.082, 0.077, 0.086, 0.124, 0.111, 0.135, 0.064, 0.075, 0.077, 0.072, 0.068, -0.101, -0.204, -0.213, -0.432, -0.071, 0.040, 0.092, 0.076, 0.085, 0.111, 0.121, 0.135, 0.064, 0.076, 0.078, 0.072, 0.070, -0.102, -0.207, -0.205, -0.431, -0.071, 0.041, 0.094, 0.077, 0.074, 0.111, 0.122, 0.136, 0.064, 0.076, 0.078, 0.073, 0.069]
}

***

# 2
{
  "formula": "C37H44AsLiNO2SSb",
  "method": "ωB97M-V with the def2-TZVPD basis set",
  "multiplicity": 2,
  "charge": -1,
  "max_force_ha_per_bohr": 0.017,
  "orbital_gap_ev": [3.0, 5.8],
  "e_above_lowest_ev": 0.2268,
  "total_energy_ha": -4523.2850,
  "species": ["Li", "O", "N", "C", "C", "C", "C", "C", "S", "H", "H", "H", "H", "C", "C", "C", "C", "C", "C", "C", "Sb", "C", "C", "C", "C", "C", "C", "C", "C", "C", "C", "C", "C", "C", "C", "H", "H", "H", "H", "H", "H", "H", "H", "H", "H", "H", "H", "H", "H", "H", "H", "H", "H", "H", "H", "H", "C", "As", "C", "C", "C", "C", "C", "C", "C", "C", "H", "H", "H", "H", "H", "H", "H", "H", "H", "H", "H", "H", "H", "C", "C", "O", "H", "H", "H", "H", "H", "H"],
  "xyz": [[0.233, 0.469, -0.045], [0.090, 0.091, 1.689], [1.210, 0.127, 2.453], [1.129, -0.413, 3.730], [2.226, -0.464, 4.549], [3.451, 0.042, 4.102], [3.500, 0.620, 2.805], [2.389, 0.684, 1.983], [2.417, 1.446, 0.433], [0.150, -0.775, 4.013], [2.126, -0.896, 5.537], [4.335, -0.009, 4.726], [4.414, 1.042, 2.411], [-1.923, 0.690, -5.910], [-0.543, 1.279, -5.764], [-0.058, 2.112, -6.770], [1.214, 2.661, -6.715], [2.033, 2.377, -5.633], [1.555, 1.563, -4.620], [0.282, 0.990, -4.670], [-0.106, -0.124, -2.812], [1.238, -1.675, -3.511], [1.236, -1.987, -4.871], [2.063, -2.968, -5.393], [2.916, -3.658, -4.547], [2.931, -3.354, -3.194], [2.103, -2.371, -2.654], [2.174, -2.080, -1.181], [-1.940, -1.138, -3.292], [-1.950, -2.423, -3.831], [-3.138, -3.080, -4.113], [-4.349, -2.463, -3.840], [-4.351, -1.195, -3.274], [-3.168, -0.525, -2.994], [-3.212, 0.852, -2.384], [-2.342, 0.936, -6.887], [-2.601, 1.071, -5.144], [-1.902, -0.395, -5.806], [-0.692, 2.331, -7.622], [1.564, 3.306, -7.512], [3.033, 2.788, -5.577], [2.195, 1.349, -3.767], [0.582, -1.436, -5.539], [2.042, -3.189, -6.454], [3.569, -4.429, -4.936], [3.601, -3.894, -2.534], [2.815, -2.796, -0.668], [1.183, -2.127, -0.725], [2.566, -1.080, -0.984], [-1.011, -2.922, -4.034], [-3.120, -4.077, -4.536], [-5.282, -2.966, -4.060], [-5.299, -0.712, -3.058], [-4.224, 1.257, -2.398], [-2.560, 1.543, -2.926], [-2.859, 0.822, -1.351], [-2.217, -3.584, -0.497], [-1.222, -2.061, 0.255], [-2.612, -1.530, 1.524], [-0.005, -3.079, 1.468], [-0.627, -4.199, 2.222], [-0.617, -5.503, 1.719], [-1.208, -6.545, 2.414], [-1.831, -6.311, 3.633], [-1.843, -5.022, 4.149], [-1.246, -3.983, 3.454], [-2.542, -4.266, 0.289], [-1.602, -4.134, -1.211], [-3.092, -3.211, -1.030], [-2.968, -2.392, 2.090], [-3.450, -1.099, 0.973], [-2.202, -0.779, 2.198], [0.404, -2.323, 2.138], [0.804, -3.445, 0.833], [-0.130, -5.693, 0.769], [-1.181, -7.549, 2.006], [-2.291, -7.125, 4.178], [-2.317, -4.831, 5.104], [-1.239, -2.984, 3.876], [-2.752, 3.643, 0.523], [-1.450, 3.255, -0.160], [-1.147, 1.882, 0.017], [-2.995, 4.685, 0.308], [-2.666, 3.525, 1.605], [-3.570, 3.012, 0.170], [-0.628, 3.870, 0.217], [-1.527, 3.414, -1.237], [-1.123, 1.691, 0.976]],
  "lowdin_charge": [0.308, -0.424, -0.259, -0.127, -0.159, -0.170, -0.182, -0.756, 0.428, 0.081, 0.082, 0.061, 0.068, -0.046, -0.295, -0.068, -0.097, -0.094, -0.145, -0.320, 1.540, -0.315, -0.144, -0.098, -0.094, -0.056, -0.287, -0.084, -0.362, -0.137, -0.099, -0.092, -0.060, -0.336, -0.080, 0.075, 0.069, 0.070, 0.102, 0.096, 0.100, 0.096, 0.093, 0.097, 0.096, 0.106, 0.084, -0.013, 0.040, 0.087, 0.100, 0.097, 0.106, 0.082, 0.060, 0.060, -0.309, 1.153, -0.297, -0.300, -0.303, -0.070, -0.100, -0.112, -0.092, -0.055, 0.016, 0.020, 0.009, 0.015, 0.017, 0.011, 0.052, 0.059, 0.111, 0.095, 0.091, 0.097, 0.108, -0.080, -0.302, -0.232, 0.071, 0.076, 0.067, 0.117, 0.110, 0.072]
}

***

# 3
{
  "formula": "C18H38MgN4O4SbSi3",
  "method": "ωB97M-V with the def2-TZVPD basis set",
  "charge": 1,
  "max_force_ha_per_bohr": 0.021,
  "orbital_gap_ev": 9.2,
  "total_energy_ha": -2537.5692,
  "species": ["Mg", "C", "C", "N", "C", "C", "N", "C", "O", "O", "C", "O", "O", "H", "H", "H", "H", "H", "C", "Si", "C", "C", "Sb", "Si", "C", "C", "C", "Si", "C", "C", "C", "H", "H", "H", "H", "H", "H", "H", "H", "H", "H", "H", "H", "H", "H", "H", "H", "H", "H", "H", "H", "H", "H", "H", "H", "H", "H", "H", "C", "N", "C", "C", "N", "H", "H", "H", "H", "H", "H"],
  "xyz": [[-0.064, 0.519, 0.153], [3.210, -0.434, -2.035], [3.040, -0.360, -0.562], [1.892, -0.233, 0.087], [2.204, -0.237, 1.438], [3.546, -0.364, 1.589], [4.053, -0.443, 0.318], [4.490, -0.360, 2.740], [3.950, -0.351, 3.937], [5.672, -0.437, 2.514], [1.141, -0.082, 2.478], [1.467, -0.098, 3.660], [-0.042, 0.074, 2.010], [2.301, -0.098, -2.528], [3.411, -1.459, -2.347], [4.039, 0.190, -2.365], [5.044, -0.537, 0.137], [2.960, -0.301, 3.885], [2.295, 6.104, 0.065], [2.359, 4.242, 0.055], [3.206, 3.611, -1.490], [3.177, 3.575, 1.594], [0.012, 3.222, -0.004], [-1.211, 4.066, 2.090], [-2.946, 3.374, 1.977], [-0.316, 3.358, 3.558], [-1.207, 5.933, 2.086], [-1.128, 4.141, -2.096], [-2.969, 3.874, -1.897], [-0.483, 3.087, -3.500], [-0.729, 5.943, -2.360], [3.313, 6.498, 0.075], [1.781, 6.489, 0.945], [1.793, 6.496, -0.817], [4.260, 3.891, -1.491], [2.750, 4.029, -2.388], [3.144, 2.524, -1.554], [4.228, 3.869, 1.623], [3.132, 2.485, 1.630], [2.703, 3.959, 2.496], [-2.913, 2.290, 1.857], [-3.502, 3.798, 1.142], [-3.495, 3.592, 2.895], [-0.306, 2.267, 3.535], [-0.817, 3.675, 4.475], [0.716, 3.701, 3.614], [-1.550, 6.339, 1.134], [-0.206, 6.318, 2.279], [-1.863, 6.316, 2.870], [-3.178, 2.849, -1.588], [-3.474, 4.053, -2.848], [-3.401, 4.548, -1.159], [-0.755, 2.040, -3.355], [0.602, 3.146, -3.588], [-0.913, 3.414, -4.448], [-0.908, 6.535, -1.463], [-1.351, 6.348, -3.160], [0.312, 6.077, -2.652], [-4.890, -0.666, 1.210], [-4.405, -0.216, -0.097], [-5.368, 0.308, -1.066], [-3.132, -0.070, -0.293], [-1.996, 0.061, -0.477], [-5.620, -1.459, 1.061], [-5.352, 0.166, 1.741], [-4.057, -1.051, 1.792], [-6.140, -0.442, -1.231], [-4.863, 0.511, -2.008], [-5.822, 1.225, -0.689]],
  "lowdin_charge": [0.477, 0.013, -0.335, 0.087, -0.134, -0.072, 0.207, -0.481, 0.157, 0.121, -0.555, 0.092, -0.107, 0.083, 0.096, 0.090, 0.185, 0.043, -0.201, 0.316, -0.212, -0.198, 0.918, 0.324, -0.213, -0.198, -0.210, 0.298, -0.219, -0.225, -0.215, 0.044, 0.021, 0.016, 0.043, 0.025, 0.004, 0.047, 0.015, 0.024, 0.015, 0.015, 0.042, 0.022, 0.046, 0.022, 0.022, 0.021, 0.041, 0.005, 0.041, 0.025, 0.023, 0.019, 0.040, 0.025, 0.041, 0.025, -0.002, -0.172, -0.009, -0.233, 0.157, 0.099, 0.099, 0.103, 0.099, 0.098, 0.099]
}

***

- Number 3 is which compound?
  C18H38MgN4O4SbSi3